(1)
Below is a molecular structure, C31H37Cl3GeN3Pd, with properties calculated with ωB97M-V with the def2-TZVPD basis set.

Computed properties:
Largest force on an atom = 0.960 eV Å⁻¹
Gap between HOMO and LUMO (spin up / spin down) = 5.72 / 5.30 eV

Structure (ORCA input):
```
! wB97M-V def2-TZVPD RIJCOSX def2/J DEFGRID3
* xyz 0 2
Pd -1.31 0.04 0.98
C -4.29 1.92 -2.56
C -2.77 2.11 -2.70
C -2.40 3.56 -2.33
C -2.33 1.80 -4.13
C -2.10 1.19 -1.76
C -1.59 0.43 -0.96
H -4.83 2.55 -3.28
H -4.62 2.17 -1.55
H -4.56 0.88 -2.75
H -2.93 4.26 -2.98
H -1.33 3.72 -2.45
H -2.67 3.77 -1.30
H -2.82 2.48 -4.84
H -2.59 0.78 -4.40
H -1.25 1.92 -4.24
C -0.94 -1.78 -2.75
Ge -0.58 -1.47 -0.84
C -1.52 -2.99 0.04
C -0.93 -4.26 -0.03
C -1.49 -5.35 0.63
C -2.64 -5.18 1.38
C -3.24 -3.93 1.46
C -2.69 -2.84 0.79
C 1.37 -1.85 -0.70
C 2.09 -1.85 -1.87
C 3.48 -2.10 -1.90
C 4.16 -2.31 -0.74
C 3.48 -2.30 0.51
C 4.18 -2.48 1.73
C 3.52 -2.44 2.92
C 2.12 -2.26 2.95
C 1.42 -2.10 1.79
C 2.07 -2.09 0.53
H -0.55 -2.76 -3.07
H -0.49 -1.00 -3.38
H -2.02 -1.75 -2.89
H -0.02 -4.39 -0.61
H -1.02 -6.32 0.57
H -3.07 -6.02 1.91
H -4.14 -3.79 2.06
H -3.17 -1.88 0.85
H 1.58 -1.65 -2.81
H 4.01 -2.12 -2.85
H 5.23 -2.52 -0.75
H 5.25 -2.64 1.69
H 4.07 -2.57 3.85
H 1.59 -2.23 3.89
H 0.35 -1.97 1.84
Cl -5.28 0.10 2.40
C -4.06 1.16 2.95
Cl -3.95 1.44 4.62
Cl -0.95 -0.35 3.33
C -3.06 1.56 2.10
N -2.26 2.03 1.38
C 2.83 2.25 2.18
C 1.48 1.51 2.01
N 0.88 1.86 0.72
C 0.56 3.28 0.69
C 1.84 4.12 0.91
N 3.00 3.16 0.99
C 3.09 2.34 -0.27
C 1.78 1.51 -0.37
H 3.68 1.56 2.19
H 2.87 2.86 3.08
H 0.78 1.76 2.80
H 1.61 0.43 2.06
H -0.19 3.48 1.45
H 0.10 3.50 -0.28
H 1.82 4.69 1.83
H 2.04 4.80 0.08
H 3.86 3.68 1.11
H 3.97 1.71 -0.20
H 3.22 3.03 -1.10
H 2.00 0.45 -0.32
H 1.27 1.70 -1.31
*
```

***

(2)
Below is a molecular structure, C31H37Cl5F6N9NaO4S5, with properties calculated with ωB97M-V with the def2-TZVPD basis set.

Computed properties:
Relative energy (zero: lowest compared OMol25 entry of this formula, charge and spin) = 0.0769 eV
Largest force on an atom = 0.637 eV Å⁻¹
Gap between HOMO and LUMO = 5.55 eV

Structure (ORCA input):
```
! wB97M-V def2-TZVPD RIJCOSX def2/J DEFGRID3
* xyz -2 1
Na -0.75 -1.39 -1.29
C 3.53 -4.24 -0.97
C 2.42 -3.45 -1.62
N 1.18 -3.67 -1.39
N 0.94 -4.79 -0.66
C -0.06 -4.80 0.20
N -0.35 -6.09 0.65
S -0.93 -3.53 0.90
C 2.80 -2.47 -2.67
C 3.88 -1.60 -2.50
C 4.24 -0.76 -3.53
C 3.53 -0.80 -4.72
C 2.47 -1.68 -4.80
N 2.10 -2.50 -3.82
H 3.23 -4.50 0.05
H 4.46 -3.68 -0.95
H 3.71 -5.18 -1.50
H 0.41 -6.74 0.50
H -0.74 -6.10 1.58
H 4.40 -1.56 -1.55
H 5.06 -0.05 -3.39
H 3.78 -0.15 -5.55
H 1.87 -1.73 -5.70
Cl -1.18 -0.65 -4.36
C 0.11 0.47 -3.96
C 0.63 0.43 -2.68
C 1.71 1.27 -2.48
Cl 2.57 1.20 -0.94
C 2.23 2.13 -3.45
Cl 3.61 3.14 -3.13
C 1.64 2.16 -4.71
Cl 2.26 3.21 -5.94
C 0.57 1.31 -4.98
Cl -0.14 1.31 -6.56
F -6.47 -2.58 -2.19
C -5.27 -3.14 -2.35
F -5.07 -3.33 -3.66
F -5.27 -4.32 -1.75
S -3.94 -2.03 -1.72
O -2.71 -2.72 -2.00
O -4.17 -0.79 -2.41
N -4.35 -2.00 -0.20
S -3.66 -0.96 0.75
O -3.84 -1.31 2.11
O -2.37 -0.52 0.27
C -4.72 0.57 0.58
F -4.27 1.40 -0.37
F -4.72 1.26 1.73
F -5.99 0.26 0.29
C -3.47 2.07 -3.49
C -3.18 2.93 -2.31
C -3.96 3.98 -1.91
C -3.59 4.65 -0.73
N -2.54 4.34 -0.02
C -1.74 3.31 -0.42
S -0.41 2.78 0.41
N -2.10 2.64 -1.57
C -4.44 5.78 -0.21
H -4.34 2.45 -4.03
H -3.68 1.05 -3.16
H -2.62 2.04 -4.17
H -4.85 4.25 -2.47
H -1.50 1.85 -1.82
H -5.22 6.06 -0.91
H -3.81 6.63 0.02
H -4.90 5.46 0.73
C 1.40 1.83 6.19
C -0.04 2.33 6.27
C -0.66 2.67 4.91
C -0.81 1.48 3.96
N 0.42 1.21 3.23
C 0.97 -0.02 3.08
S 0.57 -1.33 4.05
N 1.93 -0.07 2.13
C 2.55 -1.29 1.62
C 4.07 -1.27 1.73
C 4.63 -1.62 3.11
C 4.32 -0.59 4.20
H 1.82 1.71 7.19
H 2.03 2.55 5.65
H 1.46 0.87 5.68
H -0.09 3.22 6.91
H -0.66 1.56 6.75
H -0.07 3.45 4.42
H -1.66 3.10 5.07
H -1.60 1.68 3.24
H -1.07 0.57 4.50
H 0.60 1.88 2.49
H 1.94 0.70 1.48
H 2.26 -1.42 0.57
H 2.12 -2.13 2.17
H 4.45 -0.29 1.42
H 4.46 -1.99 1.01
H 5.72 -1.74 3.03
H 4.24 -2.59 3.41
H 4.63 0.41 3.89
H 4.85 -0.84 5.13
H 3.25 -0.57 4.42
*
```

***

(3)
Below is 5 unconnected molecules or ions with the total composition C31H37ClN2O4S in a non-equilibrium geometry, with properties calculated with ωB97M-V with the def2-TZVPD basis set.

Computed properties:
SMILES = [H]/N=C/CN(CCCCS(=O)(=O)Cl)C(=O)O.c1ccccc1.c1ccccc1.c1ccccc1.c1ccccc1
Largest force on an atom = 5.266 eV Å⁻¹
Gap between HOMO and LUMO = 8.01 eV

Structure (ORCA input):
```
! wB97M-V def2-TZVPD RIJCOSX def2/J DEFGRID3
* xyz 0 1
H 3.45 -3.34 0.47
N 3.98 -2.56 0.03
C 3.10 -1.65 -0.31
C 3.53 -0.27 -1.03
N 2.34 0.31 -1.70
C 1.89 1.60 -1.10
C 0.31 1.83 -1.06
C -0.58 0.60 -1.55
C -1.13 -0.24 -0.28
S -2.08 -1.70 -0.88
O -1.10 -2.61 -1.56
O -2.88 -2.40 0.18
Cl -3.49 -1.00 -2.28
C 2.46 0.35 -3.13
O 3.12 -0.41 -3.84
O 1.69 1.37 -3.81
H 1.99 -1.85 -0.09
H 4.40 -0.50 -1.71
H 3.94 0.38 -0.18
H 2.34 2.50 -1.67
H 2.27 1.73 -0.03
H 0.01 2.06 0.02
H 0.04 2.77 -1.65
H -1.52 1.05 -2.02
H -0.12 -0.06 -2.35
H -0.26 -0.51 0.41
H -1.84 0.46 0.28
H 0.92 0.85 -4.16
C 2.62 2.17 4.88
C 1.64 2.01 3.90
C 1.82 1.06 2.89
C 2.98 0.29 2.86
C 3.96 0.46 3.84
C 3.78 1.40 4.85
H 2.47 2.90 5.67
H 0.74 2.61 3.92
H 1.06 0.93 2.13
H 3.12 -0.45 2.08
H 4.86 -0.13 3.81
H 4.54 1.54 5.61
C -1.89 -5.50 -0.28
C -2.65 -6.45 0.40
C -2.07 -7.65 0.79
C -0.74 -7.91 0.50
C 0.02 -6.97 -0.19
C -0.56 -5.76 -0.58
H -2.33 -4.56 -0.58
H -3.69 -6.24 0.63
H -2.66 -8.39 1.33
H -0.29 -8.85 0.80
H 1.06 -7.18 -0.43
H 0.03 -5.03 -1.11
C -1.41 3.77 -5.63
C -0.10 3.31 -5.61
C 0.66 3.32 -6.78
C 0.11 3.80 -7.96
C -1.20 4.26 -7.98
C -1.97 4.25 -6.82
H -2.01 3.76 -4.73
H 0.33 2.93 -4.69
H 1.68 2.97 -6.76
H 0.70 3.82 -8.87
H -1.64 4.63 -8.91
H -2.99 4.60 -6.84
C -3.13 2.28 7.04
C -1.92 1.84 6.52
C -1.85 1.36 5.22
C -3.01 1.31 4.44
C -4.22 1.74 4.96
C -4.28 2.23 6.26
H -3.18 2.66 8.05
H -1.02 1.87 7.13
H -0.91 1.01 4.81
H -2.96 0.94 3.42
H -5.12 1.70 4.35
H -5.23 2.57 6.67
*
```